Entry 1:
Density functional theory data (the ωB97M-V functional and the def2-TZVPD basis) for 7 unconnected molecules or ions with the total composition C32H78N7O7.

Geometry (Å):
N: -3.524 -1.809 -2.387
C: 1.177 -2.166 -6.596
C: 2.773 -2.198 -1.108
H: 2.082 -1.438 -8.349
H: -2.710 -2.153 5.643
H: 0.976 2.090 -5.271
O: 1.830 -0.423 2.059
H: -0.241 -1.621 5.592
O: 5.216 0.506 4.545
N: 2.173 -3.627 -0.959
C: 3.178 -0.780 4.927
H: 1.059 2.187 -1.336
H: -1.544 -1.224 -1.499
H: 5.300 3.639 2.603
C: -0.605 2.839 -2.138
H: -2.372 -0.059 -2.666
H: 1.272 3.266 -2.758
H: -0.291 1.095 -4.886
H: 3.352 -0.798 -5.928
H: 0.226 0.821 -7.118
C: 0.606 -3.660 0.972
H: 2.179 1.072 -3.110
H: -1.561 3.724 2.622
H: 2.094 -1.535 -1.643
H: -2.935 -0.389 3.296
H: 3.042 -1.894 -0.096
C: 4.336 3.402 3.053
H: -5.103 3.383 1.573
C: 0.792 2.365 -2.378
C: -1.942 -2.546 4.977
H: -0.476 -3.627 1.093
H: -0.198 -1.808 3.926
H: -2.165 -3.178 -3.516
C: 0.784 1.170 -4.719
C: -1.388 2.650 2.558
C: -0.841 -1.403 4.708
H: -0.265 -1.336 -5.170
H: 4.195 -1.907 2.631
H: -3.867 -3.073 -4.118
H: -4.834 -0.709 -3.862
H: -1.341 2.036 -2.180
H: -3.630 1.598 4.805
C: -4.611 -2.519 -0.051
H: -4.968 3.630 4.196
H: 2.053 -2.800 -6.460
H: -0.513 2.349 3.135
C: 6.339 -1.600 2.899
H: -1.223 2.299 1.539
N: 4.828 -1.183 2.940
H: 4.095 2.418 2.649
C: -4.853 -1.130 -2.857
H: 3.243 -0.657 6.008
H: -2.862 -0.291 -0.913
H: 2.438 3.234 1.295
C: -3.761 -2.933 -1.325
H: -0.689 3.308 -1.158
H: 2.707 -4.262 -0.383
H: -4.985 -3.400 0.470
C: -2.467 -0.743 -1.823
C: 4.452 -0.370 4.183
H: 6.975 -0.834 3.341
H: 2.104 -4.188 -1.796
H: -4.966 -0.283 -2.181
H: -3.713 4.291 3.245
H: -0.438 0.760 4.795
H: 4.539 3.142 4.092
H: -4.144 0.818 1.805
H: 1.138 5.893 1.474
H: -4.114 -2.040 1.684
H: -1.575 -3.505 5.343
H: -5.639 -1.873 -2.720
H: 0.259 -1.250 -8.268
H: 1.386 -1.840 -4.475
O: 0.424 -0.164 0.441
O: 1.241 1.520 1.390
H: 0.634 4.544 2.607
H: -2.776 -1.710 -4.334
C: -3.032 -2.535 -3.669
H: 1.786 0.898 -7.540
C: 1.023 4.820 1.627
H: 2.909 4.654 0.735
H: 0.856 0.173 -2.717
H: -1.391 0.013 2.495
H: 2.293 -0.247 4.581
C: -3.628 1.777 1.849
C: 1.209 -1.217 -7.735
N: 1.158 0.285 1.336
H: 0.435 4.440 0.792
H: -2.533 2.797 4.883
H: -4.180 -3.817 -1.805
N: 1.402 -0.010 -5.536
N: -2.577 1.742 2.976
C: 0.758 -3.542 -0.508
C: 0.813 -1.426 -5.304
C: -4.114 3.337 3.587
H: 0.884 -4.667 1.284
O: -0.135 -3.556 -1.393
H: 4.531 -0.555 2.207
H: -5.604 -2.149 -0.305
H: -2.412 -2.769 4.019
H: -5.648 2.066 2.623
C: 2.953 0.014 -5.319
C: 1.095 1.113 -3.215
C: -3.235 2.382 4.160
H: 3.433 0.914 -5.705
C: -1.284 0.098 4.609
H: 0.303 -2.763 -6.854
H: 3.701 -2.283 -1.674
C: -4.803 2.708 2.375
H: 6.613 -1.906 1.889
H: 3.058 -1.847 4.741
C: -2.072 0.276 3.304
H: 3.139 -0.147 -4.257
C: 3.297 4.432 2.756
O: -3.818 -1.765 0.814
H: -0.910 3.572 -2.886
N: 2.430 4.221 1.512
H: 6.436 -2.556 3.414
H: -3.231 2.061 0.874
H: -1.880 0.361 5.483
C: 1.106 0.179 -7.082
O: 3.140 5.400 3.529
H: 1.105 -2.869 1.532
H: -2.743 -3.221 -1.061

Atoms 1-6, force components in eV/Å:
0.1 -0.8 -0.3
-1.6 -1.5 1.1
0.8 -1.3 -0.1
-0.3 0.7 -0.3
0.0 -0.2 0.1
0.9 0.1 0.4

Values from the calculation:
- LUMO: -0.4420 hartree
- Frontier orbital gap: 0.3280 Eh
- Net charge: +5

These are the Mulliken partial charges, in e, on atoms 1 to 6: number 1, N, carries -0.013; number 2, C, carries -0.830; number 3, C, carries -0.119; number 4, H, carries 0.338; number 5, H, carries 0.341; number 6, H, carries 0.513


Entry 2:
Density functional theory data (the ωB97M-V functional and the def2-TZVPD basis) for 13 unconnected molecules or ions with the total composition C32H78N8O15.

Geometry (Å):
N: -42.958 -1.390 36.405
N: -35.272 -2.902 27.742
C: -47.089 -9.328 35.902
H: -34.642 -1.191 32.721
O: -32.584 -13.812 27.816
C: -34.588 -4.178 28.190
H: -42.390 -0.933 34.469
H: -44.891 -5.751 30.442
H: -37.863 -18.506 42.017
H: -48.905 -10.822 35.598
C: -38.915 -8.205 44.530
H: -32.247 -11.551 36.911
H: -34.315 -4.508 36.592
O: -39.513 -10.312 41.811
H: -31.264 -11.527 29.546
C: -36.718 -2.823 27.729
H: -48.281 -12.043 36.743
H: -33.761 0.053 33.441
H: -42.258 -5.386 30.486
H: -37.287 -8.252 34.134
H: -37.028 -16.382 38.943
O: -38.567 -8.666 25.273
H: -39.510 -8.011 45.423
O: -44.474 0.061 37.380
H: -37.953 -8.390 45.006
O: -46.108 -8.585 35.902
H: -47.382 -12.016 28.045
N: -38.480 -9.566 33.096
H: -39.102 -17.838 40.887
H: -31.697 -10.369 35.842
H: -43.563 -11.921 26.514
C: -34.397 -0.138 32.577
O: -42.932 -5.312 29.806
H: -34.386 -4.135 29.260
C: -37.549 -15.932 39.788
O: -33.419 -1.947 26.750
H: -35.097 -3.345 37.393
C: -39.427 -10.555 44.675
O: -33.283 -12.060 28.909
C: -43.922 -6.241 30.348
H: -37.075 -3.112 28.717
C: -41.880 -2.317 36.691
H: -39.524 -9.029 31.304
H: -43.585 -6.458 31.362
H: -31.197 -13.463 25.935
C: -33.614 -13.337 28.433
C: -38.038 -17.973 41.083
H: -35.379 -1.196 26.730
H: -39.399 -8.507 24.820
H: -38.742 -10.583 31.290
C: -38.031 -8.314 33.325
C: -38.074 -10.693 34.041
C: -31.419 -13.053 28.047
C: -36.703 0.540 32.563
H: -31.822 -10.906 28.020
H: -45.821 -12.306 36.533
H: -39.455 -11.387 43.971
H: -41.890 -3.292 36.205
N: -37.367 -16.710 41.048
H: -37.700 -18.623 40.276
H: -38.748 -10.698 25.098
C: -38.028 -9.907 24.889
H: -30.693 -11.833 26.285
H: -41.747 -2.537 37.750
H: -37.248 -10.334 34.655
C: -44.059 -12.575 27.232
C: -30.665 -12.854 26.666
C: -39.329 -9.381 42.499
C: -46.252 -12.684 25.862
H: -45.964 -12.015 25.051
O: -35.146 -5.305 38.194
C: -46.300 -12.034 28.252
H: -37.101 -3.423 26.903
H: -34.287 2.676 32.985
O: -45.818 -11.795 29.368
H: -33.609 -4.303 27.728
H: -30.745 -13.597 28.708
H: -37.148 -1.828 27.619
H: -38.598 -15.680 39.633
H: -38.946 -7.229 44.045
H: -33.762 -0.075 31.693
H: -43.050 -0.861 38.464
H: -33.496 -3.851 38.086
N: -39.380 -9.403 43.849
H: -40.184 -10.416 32.220
H: -38.512 -10.652 45.259
C: -34.903 2.252 32.193
H: -44.100 -0.499 34.865
H: -34.638 -6.080 37.945
H: -45.178 -11.321 35.094
C: -39.276 -9.884 31.934
C: -45.644 -11.331 36.079
N: -35.397 0.885 32.467
O: -36.632 -16.547 43.165
C: -43.492 -0.716 37.466
C: -34.623 -1.957 26.977
H: -48.116 -8.998 35.684
H: -40.276 -10.577 45.359
C: -48.109 -11.541 35.791
H: -43.867 -13.586 26.874
O: -38.493 -7.353 32.745
C: -31.874 -11.775 28.677
H: -43.713 -12.412 28.252
H: -35.704 2.991 32.180
H: -36.358 -15.163 41.690
C: -31.766 -10.573 36.910
O: -32.461 -9.722 37.778
C: -36.741 -16.137 42.033
H: -48.051 -12.200 34.924
N: -45.537 -12.358 27.137
C: -43.279 -1.195 35.042
H: -47.336 -12.576 25.914
H: -40.963 -1.855 36.323
H: -36.883 -0.500 32.876
H: -37.088 -10.032 25.428
H: -29.648 -13.242 26.714
H: -39.140 -8.394 42.049
H: -38.963 -11.020 34.582
O: -37.616 1.389 32.240
H: -35.228 -5.026 27.946
H: -30.798 -10.671 37.402
H: -37.680 -11.518 33.448
O: -34.727 -13.825 28.540
H: -32.264 -10.083 38.645
H: -44.852 -10.891 36.686
C: -34.428 -4.174 37.624
H: -37.007 -14.991 39.883
H: -45.974 -13.690 25.549
H: -34.318 2.227 31.274
H: -43.903 -7.124 29.710
N: -46.951 -10.663 35.995
H: -37.758 -9.783 23.840
H: -43.547 -2.128 34.547

Atoms 1-6, force components in eV/Å:
0.2 -0.7 2.5
1.3 0.0 -0.6
2.1 0.4 -0.9
-1.1 0.3 -0.3
0.9 -1.7 -0.8
-0.6 1.3 -0.3

Values from the calculation:
- LUMO: 0.0047 hartree
- Frontier orbital gap: 0.3307 Eh
- ΔE to the lowest compared entry with this formula, charge and spin: 96.38 kcal/mol

These are the Mulliken partial charges, in e, on atoms 1 to 6: number 1, N, carries 0.131; number 2, N, carries 0.087; number 3, C, carries 0.176; number 4, H, carries 0.316; number 5, O, carries -0.353; number 6, C, carries -0.847


Entry 3:
Density functional theory data (the ωB97M-V functional and the def2-TZVPD basis) for 7 unconnected molecules or ions with the total composition C32H79N5O7.

Geometry (Å):
H: -6.145 5.199 18.785
H: 3.725 7.041 10.991
H: -6.544 6.687 13.914
H: 5.969 4.707 12.732
H: -6.959 8.924 17.628
N: -6.439 6.487 16.531
C: -3.301 -1.969 2.679
H: -4.235 -2.699 -1.102
H: 3.386 -3.995 14.328
H: 7.236 6.873 12.242
H: -0.684 -1.868 -0.056
H: 4.993 4.181 11.368
H: -5.533 -3.725 0.670
H: 6.372 5.888 10.424
H: -6.313 3.206 15.558
H: -5.077 -1.580 -0.287
H: 4.321 5.364 12.478
H: 3.664 8.291 8.237
H: 1.108 10.143 3.368
H: -1.585 10.155 1.247
C: -2.885 -1.508 0.182
C: -4.673 -2.550 2.252
H: -1.031 5.287 8.323
H: -9.225 7.035 18.457
H: -6.973 10.025 5.722
C: -1.505 9.881 2.299
C: -8.400 5.504 15.498
H: 1.064 11.883 3.540
H: -7.630 8.607 19.166
H: 1.634 -0.564 11.968
H: -1.562 -2.771 3.821
H: 1.889 -2.940 12.242
H: 6.522 8.029 11.446
H: -2.103 5.780 7.003
H: -8.692 7.687 16.854
H: -3.745 -1.555 4.813
O: -1.543 -0.421 1.882
H: -7.226 3.527 16.874
C: -7.027 5.822 18.934
H: -5.455 4.010 16.736
H: -2.741 -3.961 3.651
O: -6.497 9.312 6.153
C: -8.698 6.829 17.526
H: -1.831 -3.621 2.216
H: -0.266 11.191 5.054
H: -2.238 7.239 2.478
H: 0.128 0.831 13.608
C: -3.480 -1.079 3.868
C: 1.686 -2.289 13.092
O: -5.010 6.577 16.588
C: -6.327 5.645 14.152
O: -0.739 8.679 2.339
C: -6.447 4.009 16.283
H: 0.126 -0.566 14.685
C: -1.626 4.926 7.484
N: -2.805 -1.044 1.604
C: -7.169 6.821 17.788
C: 4.583 6.876 10.341
C: 0.689 -0.055 13.904
N: -0.273 -1.277 12.134
C: -7.372 8.239 6.503
H: -1.687 0.189 2.609
H: 1.650 0.104 14.393
C: -0.750 11.008 3.007
H: -1.927 0.366 -0.596
H: -4.823 7.264 15.944
H: -6.903 6.357 19.876
H: 0.929 -2.738 13.735
H: -6.840 4.964 13.473
C: -1.396 7.530 1.849
N: 6.318 7.178 11.952
H: -1.589 -2.547 -1.355
C: -4.236 -2.250 -0.109
H: -2.550 9.818 2.602
H: -3.924 -4.183 0.964
H: -7.041 7.366 5.941
H: 2.645 -3.062 15.621
C: 3.210 -2.983 14.692
H: -8.536 6.346 14.819
N: -1.107 11.098 4.504
H: -0.923 -1.727 12.764
C: -9.274 5.619 16.784
C: -1.624 -2.373 -0.279
H: -3.298 -0.357 -1.642
C: -2.278 -3.148 3.091
H: -3.683 0.510 -0.355
H: -4.119 -0.235 3.605
H: -10.299 5.732 16.431
H: -5.255 5.460 14.094
H: -5.070 -3.275 2.962
H: 4.191 6.226 9.559
C: 0.951 -1.026 12.682
H: -5.265 -1.636 2.221
H: -2.573 -0.553 4.165
H: -1.130 11.899 2.506
H: -1.652 7.595 0.792
H: -1.754 -3.358 0.168
C: 0.696 11.055 2.933
H: -8.776 4.629 14.967
H: -5.921 8.183 18.920
C: 4.179 8.827 9.034
O: 2.783 -1.879 13.900
H: -1.496 10.217 4.807
H: -0.660 6.735 1.974
C: -2.878 -0.162 -0.655
C: -6.864 5.393 15.588
C: -6.906 8.213 18.453
H: -0.975 4.322 6.851
H: -0.132 -1.838 11.306
H: -8.328 8.235 5.980
C: -4.561 -3.299 0.921
H: 1.156 11.224 1.959
C: 5.618 6.200 11.147
H: -9.382 4.738 17.417
H: 4.714 9.745 8.792
H: -2.420 3.612 8.804
C: 5.241 5.040 11.992
H: 4.170 -2.682 15.110
H: 3.386 9.048 9.749
O: -2.746 4.030 8.005
H: -7.925 5.234 19.121
H: -7.529 8.038 7.563
O: 5.158 7.993 9.668

Atoms 1-6, force components in eV/Å:
-0.1 -0.2 0.2
-0.2 1.1 0.1
0.0 -0.1 -0.2
0.1 0.4 -0.1
0.5 0.4 0.0
-0.6 1.5 -1.0

Values from the calculation:
- LUMO: 0.0132 hartree
- Frontier orbital gap: 0.3108 Eh
- ΔE to the lowest compared entry with this formula, charge and spin: 76.43 kcal/mol
- SMILES string: CC1(C)CCCC(C)(C)N1O.CC1(C)CCCC(C)(C)N1O.COC[C@H](C)N.COC[C@H](C)N.COC[C@H](C)N.CO.CO

These are the Mulliken partial charges, in e, on atoms 1 to 6: number 1, H, carries 0.312; number 2, H, carries 0.413; number 3, H, carries 0.463; number 4, H, carries 0.347; number 5, H, carries 0.495; number 6, N, carries 0.348